Density functional theory data (ωB97M-V with the def2-TZVPD basis set) for C20H27KN7O9P2S2 as an isolated structure.

HOMO energy = -4.8343 eV
E_LUMO = 1.98 eV
net charge = -1
orbital gap = 0.2505 Eh
energy = -3918.20365 a.u.
2S+1 = 1

Structure (XYZ):
```
68
Properties=species:S:1:pos:R:3:lowdin_charge:R:1
K -0.41 1.19 0.87 0.720
C 0.45 4.95 1.05 -0.049
C 1.18 3.70 1.51 -0.307
C 1.89 2.91 0.59 -0.099
C 2.48 1.71 1.00 -0.137
C 2.39 1.29 2.34 -0.112
C 1.70 2.10 3.27 -0.126
C 1.11 3.29 2.86 -0.096
H -0.34 4.69 0.31 0.058
H 1.18 5.64 0.61 0.077
H 0.00 5.44 1.94 0.084
H 1.96 3.23 -0.45 0.125
H 3.05 1.15 0.27 0.096
H 2.85 0.34 2.65 0.097
H 1.66 1.83 4.33 0.104
H 0.52 3.88 3.57 0.111
C -4.56 1.59 -3.09 -0.111
C -3.30 1.38 -2.26 -0.550
O -2.22 1.41 -3.13 -0.078
P -3.49 -0.27 -1.20 0.501
O -4.94 -0.02 -0.57 -0.191
O -3.55 -1.41 -2.31 -0.128
O -2.37 -0.49 -0.23 -0.357
P -3.07 2.95 -1.00 0.400
O -3.65 4.18 -1.90 -0.171
O -1.61 3.18 -0.71 -0.395
O -4.07 2.52 0.07 -0.374
H -4.85 0.60 -3.53 0.080
H -4.36 2.31 -3.91 0.080
H -5.40 1.99 -2.49 0.077
H -1.42 1.14 -2.66 0.028
H -4.85 0.96 -0.15 0.096
H -2.70 -1.89 -2.23 0.036
H -3.00 4.90 -2.04 0.071
N 4.83 -2.81 -4.90 0.082
C 3.79 -2.49 -4.07 -0.329
C 2.69 -3.38 -4.00 -0.035
C 1.60 -3.01 -3.26 -0.072
C 1.61 -1.78 -2.62 -0.304
C 2.71 -0.93 -2.62 -0.053
C 3.81 -1.29 -3.35 -0.035
S 0.22 -1.24 -1.72 0.603
O -0.01 0.16 -2.06 -0.337
O -0.84 -2.21 -2.05 -0.369
N 0.77 -1.13 -0.22 -0.181
C 0.90 -2.18 0.59 -0.704
S 0.44 -3.78 0.08 1.038
C 1.19 -4.42 1.51 -0.429
C 1.67 -3.40 2.28 -0.324
N 1.47 -2.12 1.81 0.010
H 4.84 -3.73 -5.35 0.097
H 5.68 -2.26 -4.91 0.091
H 2.72 -4.33 -4.53 0.108
H 0.74 -3.67 -3.17 0.112
H 2.72 -0.01 -2.03 0.115
H 4.72 -0.68 -3.37 0.113
H 1.23 -5.48 1.69 0.040
H 2.22 -3.58 3.20 0.092
N -1.42 -2.32 6.16 0.146
C -1.12 -1.41 5.22 -0.484
N -0.35 -1.83 4.19 0.188
N -1.57 -0.15 5.35 0.091
C -1.36 0.70 4.39 -0.370
N -1.23 1.57 3.60 0.122
H -1.03 -3.26 6.17 0.116
H -2.02 -2.03 6.93 0.113
H 0.07 -2.77 4.18 0.099
H 0.03 -1.16 3.53 0.090
```